No. 1
{
  "formula": "C51H41Ge2N8O2S2Tc",
  "method": "ωB97M-V with the def2-TZVPD basis set",
  "e_homo_ev": [-13.01, -13.02],
  "homo_lumo_gap_ha": [0.221, 0.221],
  "lumo_ev": [-6.99, -7.00],
  "total_charge": 2,
  "elements": ["Tc", "S", "N", "C", "C", "C", "C", "C", "N", "C", "C", "N", "C", "C", "C", "C", "C", "N", "H", "H", "H", "H", "H", "H", "O", "C", "O", "C", "C", "C", "C", "C", "C", "C", "C", "C", "N", "H", "H", "H", "H", "H", "H", "C", "Ge", "C", "C", "Ge", "C", "C", "C", "C", "C", "C", "C", "C", "C", "C", "C", "C", "H", "H", "H", "H", "H", "H", "H", "H", "H", "H", "H", "H", "H", "H", "H", "H", "H", "H", "H", "N", "C", "N", "C", "C", "C", "C", "C", "C", "S", "H", "H", "H", "H", "H", "H", "N", "C", "C", "C", "C", "C", "C", "C", "H", "H", "H", "H"],
  "xyz": [[-1.32054, -0.09760, -0.69838], [-6.94944, 2.22500, 3.67602], [-5.38514, 2.60130, 3.67852], [-4.78764, 2.00030, 2.65822], [-3.40064, 2.06460, 2.30252], [-2.45614, 2.88960, 2.92052], [-1.16214, 2.88710, 2.43062], [-0.82624, 2.02770, 1.39262], [-1.69564, 1.20990, 0.80752], [-2.98794, 1.26400, 1.21732], [-3.91284, 0.52400, 0.41652], [-3.38434, -0.10960, -0.67058], [-4.25314, -0.73860, -1.46998], [-5.62124, -0.78750, -1.24668], [-6.15924, -0.17140, -0.13328], [-5.28834, 0.50820, 0.71872], [-5.70714, 1.22350, 1.88672], [-6.94074, 1.29290, 2.36812], [-2.76124, 3.52700, 3.73522], [-0.40204, 3.53030, 2.84532], [0.18316, 1.99930, 1.00312], [-3.84104, -1.24680, -2.32628], [-6.24874, -1.31630, -1.94468], [-7.20864, -0.19420, 0.10552], [2.61736, 0.17990, -1.79358], [1.46306, 0.47190, -1.55448], [0.85506, 0.06390, -0.48668], [0.69206, 1.43280, -2.40298], [1.36096, 2.17340, -3.38928], [0.66116, 3.12580, -4.08038], [-0.69374, 3.35290, -3.76458], [-1.48764, 4.30140, -4.44248], [-2.79184, 4.50660, -4.08308], [-3.34514, 3.79640, -3.00298], [-2.61364, 2.84500, -2.34308], [-1.27894, 2.58220, -2.71748], [-0.57784, 1.61220, -2.08388], [2.40106, 1.95950, -3.56958], [1.13066, 3.71930, -4.84728], [-1.04184, 4.85720, -5.25198], [-3.40104, 5.22810, -4.60848], [-4.35104, 4.01880, -2.68018], [-3.04744, 2.29460, -1.52028], [2.84966, -3.49090, 1.60872], [4.02986, -2.20480, 0.65342], [4.38446, -2.57130, -1.26848], [5.66056, -1.94070, 1.75962], [2.84126, 0.07350, 0.85812], [2.25616, 0.63020, 2.72702], [1.03776, 0.49190, 3.37812], [0.92426, 0.75790, 4.73372], [2.02796, 1.16690, 5.46092], [3.24686, 1.32320, 4.82132], [3.35906, 1.05080, 3.46932], [3.86206, 1.67220, 0.21952], [5.13606, 1.44490, -0.28698], [5.97156, 2.50290, -0.59618], [5.52416, 3.80310, -0.43028], [4.23256, 4.03890, 0.01332], [3.40796, 2.97820, 0.34612], [3.29026, -4.48310, 1.56412], [1.84726, -3.54180, 1.19742], [2.78506, -3.20160, 2.65542], [4.92116, -3.51180, -1.36558], [4.99706, -1.77670, -1.68658], [3.46316, -2.62850, -1.84138], [6.11866, -2.91490, 1.90962], [5.40006, -1.54030, 2.73652], [6.39126, -1.28680, 1.29272], [0.15466, 0.17720, 2.84072], [-0.03174, 0.63130, 5.22102], [1.94106, 1.36070, 6.51932], [4.10766, 1.65860, 5.37912], [4.31996, 1.16850, 2.98202], [5.47426, 0.42660, -0.43448], [6.96786, 2.31360, -0.96778], [6.18156, 4.63160, -0.64538], [3.86806, 5.05020, 0.10972], [2.40816, 3.16850, 0.71912], [-2.42154, -0.17170, -3.97848], [-1.76124, -1.27420, -3.58718], [-1.11334, -1.41700, -2.44918], [-0.53824, -2.68150, -2.38158], [0.34916, -3.13190, -1.41188], [0.79086, -4.43860, -1.46398], [0.36996, -5.30380, -2.46888], [-0.46494, -4.86080, -3.47778], [-0.88034, -3.54270, -3.43588], [-1.82754, -2.67730, -4.61798], [-2.37454, 0.68430, -3.45208], [-2.81794, -0.14700, -4.90268], [0.69996, -2.44750, -0.65778], [1.47666, -4.80160, -0.71438], [0.72186, -6.32120, -2.47818], [-0.77834, -5.51530, -4.27538], [-1.71684, -5.69180, 4.27412], [-1.67494, -4.87940, 3.46762], [-1.60924, -3.85920, 2.48782], [-0.51584, -2.99270, 2.45502], [-0.47384, -1.98870, 1.51092], [-1.50394, -1.76400, 0.59162], [-2.56364, -2.67800, 0.62582], [-2.62684, -3.70630, 1.54572], [0.28766, -3.11200, 3.16602], [0.40526, -1.35600, 1.47202], [-3.36684, -2.59640, -0.09168], [-3.46304, -4.39060, 1.54442]],
  "mulliken_charge": [-0.986, 0.221, -0.671, 0.581, 0.428, -0.939, -0.864, -1.157, 1.397, -0.948, -0.063, 1.378, -0.414, -1.159, -0.800, 0.472, 0.705, -0.690, 0.611, 0.632, 0.659, 0.340, 0.536, 0.598, -0.391, 0.175, 1.639, -0.630, -0.903, -1.141, 0.560, -0.845, -0.760, -0.805, 0.316, -0.726, 1.237, 0.692, 0.502, 0.470, 0.431, 0.504, 0.445, -0.867, 0.925, -1.017, -1.194, 0.762, 0.702, -0.056, -1.051, -0.784, -0.845, -1.276, 0.761, -0.472, -0.743, -0.634, -0.833, -0.094, 0.556, -0.105, 0.400, 0.514, 0.365, 0.201, 0.465, 0.403, 0.379, 0.461, 0.510, 0.438, 0.491, 0.470, 0.187, 0.444, 0.421, 0.485, 0.321, -0.110, -0.179, 1.526, -1.164, 1.322, -1.287, -0.923, -0.545, 0.365, -0.310, -0.062, 0.277, 0.094, 0.506, 0.455, 0.457, -0.489, -0.340, 0.252, -0.548, 0.154, 1.879, -0.525, -1.119, 0.648, -0.693, 0.481, 0.551]
}

No. 2
{
  "formula": "C4H5NO",
  "method": "ωB97M-V with the def2-TZVPD basis set",
  "e_homo_ev": -10.00,
  "homo_lumo_gap_ha": 0.395,
  "lumo_ev": 0.76,
  "elements": ["C", "C", "C", "C", "N", "O", "H", "H", "H", "H", "H"],
  "xyz": [[-1.17155, 1.10448, -0.55398], [1.98621, 0.76133, -0.05743], [-0.93556, 0.12984, 0.32195], [0.23038, -0.85841, 0.23121], [1.44121, -0.45850, -0.37769], [2.56100, -0.26245, 0.47137], [-2.10837, 1.72443, -0.47957], [-1.63573, -0.10576, 1.10484], [-0.75929, 0.92405, -1.53712], [0.44707, -1.28169, 1.16511], [-0.05537, -1.67732, -0.28870]],
  "nbo_charge": [-0.395, 0.419, -0.180, -0.306, -0.248, -0.340, 0.210, 0.204, 0.204, 0.218, 0.215]
}

no.,F_max (eV/A)
1,1.566
2,3.528